C7H17NO3P | ωB97M-V/def2-TZVPD

HOMO (alpha / beta) (eV): -13.49 / -11.95
Relative energy (zero: lowest compared OMol25 entry of this formula, charge and spin) (kJ/mol): 152.5
DFT total energy (hartree): -898.4213
Max |F| (eV Å⁻¹): 1.6

```
! RIJCOSX wB97M-V def2-TZVPD def2/J DEFGRID3
* xyz 1 1
C 0.806 -0.020 3.307
C -0.608 0.454 3.617
C -0.035 0.610 2.269
C -0.470 1.350 -3.431
C 0.605 -3.148 -0.167
C -0.871 1.909 -2.084
C 0.713 -2.459 -1.514
N 0.325 1.961 1.745
O -1.793 -0.815 -1.439
O -0.193 1.224 -1.016
O 0.791 -1.051 -1.335
P -0.544 -0.347 -0.861
H 1.646 0.528 3.717
H 0.974 -1.085 3.270
H -1.358 -0.305 3.776
H -0.747 1.327 4.242
H -0.850 0.334 -3.541
H -0.895 1.963 -4.221
H 0.614 1.345 -3.535
H -0.277 -2.765 0.346
H 0.504 -4.221 -0.301
H 1.485 -2.948 0.437
H -1.951 1.822 -1.935
H -0.571 2.956 -1.979
H -0.154 -2.700 -2.137
H 1.632 -2.735 -2.036
H 1.287 2.220 2.008
H -0.323 2.681 2.089
H 0.258 1.913 0.708
*
```